Record 1
Molecular formula: CH2S
Method: DFT, ωB97M-V with the def2-TZVPD basis set

Cartesian coordinates (Å):
S  -0.42  -1.51  -0.17
H  0.68  0.80  -0.71
H  -0.23  0.54  0.90
C  -0.03  0.16  -0.02

Results
molecular weight	46.1	g mol⁻¹
max |F|	0.1057	Eh/bohr
E_LUMO (spin up / spin down)	-0.0324 / -0.0324	Eh
SMILES	C=S
gap between HOMO and LUMO (spin up / spin down)	8.2 / 8.2	eV

Record 2
Molecular formula: C6H6F3N4
Method: DFT, ωB97M-V with the def2-TZVPD basis set

Cartesian coordinates (Å):
N  -1.22  -0.27  -0.55
N  1.43  -0.29  0.20
C  -3.75  0.33  0.08
C  -2.57  -0.64  0.06
F  -4.29  0.41  -1.14
H  -1.07  -3.27  0.37
N  -2.50  -1.86  0.48
C  0.65  0.94  0.12
H  0.26  0.97  1.09
N  -1.30  -2.34  0.18
H  1.17  1.87  -0.06
H  -1.10  1.95  -0.74
C  0.93  -1.40  -0.11
C  -0.51  -1.40  -0.41
F  -3.37  1.56  0.45
H  -0.04  0.97  -1.83
C  -0.47  0.97  -0.81
H  1.54  -2.23  -0.33
F  -4.59  -0.10  1.00

Results
charge	+1
molecular weight	191.1	g mol⁻¹
max |F|	0.0698	Eh/bohr
E_LUMO	-0.1878	Eh
SMILES	FC(F)(F)c1n[nH]c2[n+]1CCN=C2
gap between HOMO and LUMO	9.7	eV

Record 3
Molecular formula: C35H47NO18
Method: DFT, ωB97M-V with the def2-TZVPD basis set

Cartesian coordinates (Å):
O  4.72  1.19  2.61
O  6.01  -2.03  -1.78
H  -1.55  7.05  5.18
C  1.85  1.51  1.30
O  2.00  0.26  0.61
H  6.58  1.39  4.76
C  4.66  -0.95  -0.20
O  -0.84  -3.68  -3.88
H  -0.49  4.48  1.42
H  -9.48  -0.30  0.00
H  3.75  -0.76  -0.76
C  1.55  5.08  3.87
O  3.66  1.63  4.56
H  1.87  -3.52  -1.12
C  0.73  -0.14  2.55
H  4.62  -0.51  6.08
H  1.69  2.31  0.57
H  -7.95  0.97  -2.15
C  0.06  -3.18  -3.26
C  1.22  -1.67  -2.00
H  1.15  -4.64  -8.19
C  5.40  -3.01  -1.06
C  1.49  -3.66  -3.23
H  -3.99  3.42  4.03
H  1.36  -4.52  -6.44
C  5.08  0.48  6.03
C  -1.20  4.66  2.31
C  -0.43  -3.54  -7.23
H  1.64  -0.89  -2.64
O  -6.90  -0.62  -1.37
H  6.78  -0.57  -0.54
C  -9.12  -0.86  -2.07
O  1.52  6.55  3.80
H  1.12  -1.28  -0.98
C  -2.50  -1.27  -0.57
H  1.53  -4.74  -3.10
H  4.68  -0.29  0.67
C  4.74  -2.42  0.16
H  5.73  0.59  6.89
C  4.69  1.16  3.81
H  -4.54  -1.73  -0.11
C  -1.75  6.18  4.46
H  -2.64  2.86  1.99
O  -0.06  -2.05  -2.51
O  -7.04  -1.62  0.65
O  1.71  4.33  2.70
H  -0.70  -3.23  -6.22
H  4.36  2.52  6.29
H  0.66  1.99  3.07
C  4.00  1.54  5.95
H  -3.83  1.23  -0.24
H  -4.94  0.37  0.88
O  0.89  -0.85  -8.91
H  -0.26  -0.57  2.70
H  -4.36  -0.74  -1.57
C  1.01  -3.98  -7.33
O  -2.02  -0.88  0.72
H  2.00  -2.17  -6.63
C  -7.57  -1.18  -0.33
O  1.45  4.45  4.98
O  5.44  -4.18  -1.35
C  1.74  -2.67  -7.57
H  -1.12  -4.33  -7.56
H  -0.27  1.53  1.64
C  -2.95  5.20  4.72
C  0.41  6.80  2.93
C  2.05  -2.93  -2.03
H  -2.34  -2.34  -0.71
O  -2.63  0.62  2.30
C  1.40  -0.72  1.33
H  1.98  -3.37  -4.16
C  -4.01  0.30  0.32
H  -9.53  -2.06  -0.31
C  0.69  -1.86  -8.29
C  -9.05  -1.12  -0.58
H  -7.46  -0.26  -3.34
H  3.12  -2.74  -2.09
C  -7.84  -0.10  -2.32
C  -3.97  -0.92  -0.57
C  0.65  1.33  2.20
H  2.76  1.72  1.86
N  -3.20  4.08  3.85
H  2.62  -2.81  -8.19
C  5.86  -0.77  -1.10
C  -2.41  3.77  2.66
C  -0.87  5.87  3.22
C  -2.85  0.05  1.25
H  -1.93  -0.72  -1.33
H  6.18  -0.31  4.34
H  -10.01  -0.32  -2.38
H  3.75  -2.85  0.31
H  5.71  0.02  -1.83
H  1.36  -0.31  3.42
O  0.45  7.63  1.99
C  5.79  0.64  4.70
H  -3.62  5.41  5.61
O  1.44  -1.89  1.04
O  -0.54  -2.41  -8.10
H  5.37  -2.60  1.03
H  3.12  1.27  6.53
H  -9.10  -1.81  -2.61

Results
molecular weight	769.8	g mol⁻¹
max |F|	0.1488	Eh/bohr
E_LUMO	-0.0758	Eh
gap between HOMO and LUMO	6.2	eV

Record 4
Molecular formula: C9H13BN2
Method: DFT, ωB97M-V with the def2-TZVPD basis set

Cartesian coordinates (Å):
H  1.38  1.96  -0.16
H  2.02  -2.02  -0.57
C  1.56  -0.04  -0.33
H  -2.12  0.34  1.19
H  -4.18  2.03  0.73
H  5.27  0.62  0.46
C  -2.02  -1.63  0.25
C  3.44  1.44  0.19
H  -2.46  -2.07  -0.55
H  -2.26  -2.19  1.08
C  4.29  0.39  0.26
N  -3.65  0.08  -0.26
C  -4.22  1.37  -0.19
H  3.98  2.33  0.40
H  -3.98  1.90  -1.02
H  4.28  -1.83  -0.09
C  3.79  -0.88  -0.01
C  2.45  -1.12  -0.35
C  -2.66  -0.28  0.41
N  -0.63  -1.37  -0.05
C  2.13  1.23  -0.11
H  -5.38  1.41  -0.26
B  0.00  -0.15  -0.46
H  -0.22  -2.24  0.14
H  -0.79  0.72  -0.70

Results
molecular weight	160.0	g mol⁻¹
max |F|	0.0935	Eh/bohr
E_LUMO	0.0280	Eh
SMILES	C/N=C/CNBc1ccccc1
gap between HOMO and LUMO	9.9	eV

Record 5
Molecular formula: CH6N3
Method: DFT, ωB97M-V with the def2-TZVPD basis set

Cartesian coordinates (Å):
H  1.56  -1.10  -0.76
N  -1.14  0.20  -0.04
H  2.64  1.04  -0.32
N  1.07  -0.78  0.06
C  -0.10  -0.33  -0.11
H  -2.74  1.11  -0.28
N  -2.46  0.25  0.18
H  1.34  -1.26  0.90
H  -3.08  -0.53  0.06
H  2.90  1.41  0.30

Results
charge	+1
molecular weight	60.1	g mol⁻¹
max |F|	0.0493	Eh/bohr
E_LUMO	-0.1488	Eh
gap between HOMO and LUMO	11.5	eV

Record 6
Molecular formula: CH6NOS
Method: DFT, ωB97M-V with the def2-TZVPD basis set

Cartesian coordinates (Å):
S  -0.05  -0.39  -2.16
H  -0.22  -1.15  0.81
H  -0.90  -0.54  2.26
O  -0.88  0.85  0.84
H  0.39  0.61  -2.95
N  1.07  0.04  2.02
C  -0.20  -0.27  1.46
H  -0.27  1.06  0.11
H  1.81  0.27  1.39
H  1.05  0.77  2.71

Results
spin multiplicity	2
molecular weight	80.1	g mol⁻¹
max |F|	0.0356	Eh/bohr
⟨S²⟩	0.75
E_LUMO (spin up / spin down)	0.0269 / -0.1020	Eh
gap between HOMO and LUMO (spin up / spin down)	10.3 / 6.8	eV

Record 7
Molecular formula: C12H14BrN2O7S3V
Method: DFT, ωB97M-V with the def2-TZVPD basis set

Cartesian coordinates (Å):
H  -2.62  -5.65  0.15
C  -1.94  -2.34  0.23
H  -3.06  1.95  -3.48
C  -2.70  1.32  -2.67
H  5.34  1.61  3.28
O  0.13  -1.34  0.54
S  -2.61  -0.76  0.13
C  -0.66  -4.80  0.41
S  -0.97  1.71  -2.47
O  -2.75  2.60  2.22
C  3.94  1.76  1.99
N  1.51  1.06  0.79
H  1.41  -0.43  2.22
H  -2.83  0.26  -2.89
C  2.01  0.39  1.85
C  3.19  0.69  2.47
O  -0.92  0.95  2.04
O  -0.39  3.35  2.20
C  3.45  2.47  0.91
S  -1.42  2.48  1.75
H  3.51  0.10  3.33
H  -0.14  -5.74  0.48
O  -0.41  0.61  -1.53
H  0.74  1.22  -4.00
C  -2.68  -3.53  0.14
O  5.10  2.15  2.52
H  -0.75  1.76  -4.82
Br  1.63  3.13  -1.08
C  0.04  -3.63  0.50
C  2.25  2.09  0.36
C  -2.05  -4.74  0.22
N  -0.61  -2.45  0.41
H  1.11  -3.55  0.64
H  4.00  3.31  0.51
H  -3.75  -3.45  0.00
H  -3.19  1.59  -1.74
C  -0.35  1.12  -4.03
O  -1.36  2.25  0.23
H  -0.63  0.08  -4.18
V  -0.57  0.41  0.38

Results
spin multiplicity	2
charge	+1
molecular weight	525.3	g mol⁻¹
max |F|	0.0034	Eh/bohr
⟨S²⟩	0.76
E_LUMO (spin up / spin down)	-0.1652 / -0.1441	Eh
gap between HOMO and LUMO (spin up / spin down)	7.5 / 8.1	eV

Record 8
Molecular formula: C19H27N3O4S
Method: DFT, ωB97M-V with the def2-TZVPD basis set

Cartesian coordinates (Å):
N  2.53  0.67  -2.46
H  0.62  -0.09  3.78
C  1.38  -0.70  -1.09
C  0.60  -1.18  3.75
H  1.61  2.72  -0.70
H  -3.00  -1.56  5.65
H  -1.74  -3.66  4.88
H  0.07  2.14  1.17
H  1.57  -1.53  3.35
C  -1.16  -2.78  2.97
H  1.93  -2.55  -2.21
S  -1.14  -0.28  2.00
C  0.52  -0.99  -0.02
H  1.26  -1.42  5.76
C  2.65  -0.62  -2.92
C  0.07  0.06  0.74
C  -1.46  1.01  -3.97
H  -3.27  -0.23  -2.51
C  2.87  1.83  -3.24
H  -0.42  -3.59  2.97
H  -2.29  -0.73  4.27
O  -1.61  1.00  -2.57
C  -2.08  -2.86  4.21
H  -1.31  3.15  -4.08
C  1.74  0.65  -1.34
H  -3.09  -3.12  3.88
H  -0.88  0.12  -4.29
H  3.01  2.69  -2.58
H  -0.50  2.30  -5.43
H  -2.32  -0.06  -1.00
H  -0.97  -1.81  6.78
H  -1.76  -2.86  2.06
N  -0.45  -1.54  2.83
H  3.79  1.65  -3.80
H  -1.70  -1.05  -2.34
O  -1.27  0.89  2.83
C  1.74  2.12  -4.25
C  -0.71  2.28  -4.36
H  -0.82  -0.22  6.03
C  -0.88  -1.28  5.82
C  1.31  1.69  -0.53
C  0.46  1.38  0.52
N  0.55  2.33  -3.66
C  -2.26  -0.15  -2.09
C  1.99  -1.48  -2.10
O  1.93  2.15  -5.44
H  -2.44  0.98  -4.47
H  3.22  -0.82  -3.81
H  0.20  -1.99  0.19
C  -2.14  -1.55  4.98
O  -2.33  -0.77  1.35
H  0.45  2.18  -2.66
H  0.44  -2.83  5.11
C  0.41  -1.74  5.16

Results
molecular weight	393.5	g mol⁻¹
max |F|	0.0231	Eh/bohr
E_LUMO	0.0222	Eh
SMILES	COCCNC(=O)Cn1ccc2cc(S(=O)(=O)N3CCCCCC3)ccc21
gap between HOMO and LUMO	9.1	eV

Record 9
Molecular formula: C4H35N2O12S
Method: DFT, ωB97M-V with the def2-TZVPD basis set

Cartesian coordinates (Å):
H  -0.26  -4.63  0.10
C  -0.09  -0.63  0.27
O  -1.12  -4.41  0.50
H  -0.70  -1.17  -0.46
N  1.74  1.07  0.34
H  1.13  -2.75  -0.11
H  -1.74  -2.13  1.83
H  3.36  -1.32  3.18
H  2.35  2.14  -2.20
H  -3.19  2.72  1.70
O  -2.96  -0.79  -1.73
H  0.79  0.93  3.30
H  -0.17  1.91  2.58
O  -0.22  3.39  -1.44
H  1.09  -1.29  1.82
O  -0.02  1.43  3.44
O  4.37  0.21  0.55
H  0.10  0.98  -1.94
H  4.40  -0.44  -0.16
O  2.96  -0.55  2.76
C  0.91  0.26  -1.83
H  -2.69  -0.33  1.35
H  -1.90  -2.18  -1.85
H  0.59  -0.63  -2.38
H  0.41  -3.09  -1.43
H  -0.67  0.24  0.61
O  -3.49  -0.02  0.91
O  -1.33  -2.99  -1.92
C  -0.84  -1.72  2.31
S  2.35  0.91  -2.72
H  -3.34  -0.66  -0.84
H  -1.60  -3.52  -1.15
H  -0.26  3.15  -0.46
H  3.56  -0.26  2.03
O  -2.52  1.93  -1.84
H  -0.29  3.74  1.55
H  1.95  -0.88  -0.33
H  -2.85  2.11  -0.95
H  -1.13  -0.78  2.79
H  -1.68  2.68  1.03
H  3.65  0.82  0.27
H  -0.56  -2.42  3.10
O  -0.39  2.88  1.14
H  -1.65  2.37  -1.85
O  1.18  -3.35  -0.87
H  1.72  0.87  1.34
H  -3.31  0.94  0.79
H  -0.71  4.21  -1.49
H  -0.91  -3.62  1.01
O  -2.79  2.59  0.83
C  1.20  -0.09  -0.39
N  0.24  -1.58  1.34
H  1.16  1.90  0.21
H  -2.74  0.12  -2.02

Results
charge	-1
molecular weight	335.4	g mol⁻¹
max |F|	0.0149	Eh/bohr
E_LUMO	0.0978	Eh
gap between HOMO and LUMO	9.1	eV

Record 10
Molecular formula: C18H54O9S9
Method: DFT, ωB97M-V with the def2-TZVPD basis set

Cartesian coordinates (Å):
C  -4.11  -3.24  0.33
O  6.21  1.90  -0.48
H  2.49  1.86  3.31
C  -0.61  -4.50  -0.71
O  -6.08  -0.62  -3.87
H  -0.86  -1.17  1.09
H  3.24  1.40  1.68
C  2.66  -0.39  5.69
H  -3.55  1.88  -4.32
C  -4.28  2.70  -0.80
C  3.13  2.13  2.47
C  -5.48  1.43  1.21
S  -5.65  0.80  -4.03
H  6.97  3.56  -2.96
S  2.59  3.82  1.96
H  0.24  -1.89  3.42
H  3.33  -0.18  4.86
H  -3.43  0.71  -3.02
C  1.32  3.23  0.79
H  -7.01  1.19  -5.99
H  -5.47  0.68  2.00
S  -0.20  -4.76  1.03
C  -3.80  0.86  -4.04
H  1.02  -2.87  4.77
H  -5.73  2.32  -5.89
H  -1.16  0.99  -1.56
C  1.49  -4.05  1.04
H  6.66  -1.18  2.34
C  1.04  -1.96  4.16
H  4.12  2.30  2.91
H  4.05  3.53  -2.82
H  7.73  4.07  -1.45
H  -6.02  1.04  0.35
S  0.47  -0.51  -0.78
C  6.27  -0.64  1.47
H  3.66  2.05  -1.89
O  -1.05  -3.74  1.73
H  -1.77  -0.70  -1.61
H  1.44  -3.08  0.53
O  -3.27  0.45  0.21
H  0.55  -0.41  1.65
S  0.90  -0.46  5.20
H  0.64  4.05  0.58
H  -1.43  -5.13  -1.05
H  1.97  -1.88  3.61
O  1.53  0.50  -1.09
H  -5.24  3.16  -0.59
H  6.44  5.05  -2.28
H  5.02  2.19  -3.09
H  -4.44  1.97  -1.59
H  5.18  -1.23  -1.10
H  -0.69  0.69  0.94
H  -0.62  -0.14  -2.86
H  6.89  -1.02  0.66
H  0.22  -4.78  -1.36
H  4.40  0.27  -0.60
C  4.46  2.67  -2.28
S  4.59  -1.27  1.27
C  4.39  -0.80  -0.48
H  1.73  -3.95  2.10
H  -5.67  -2.30  -1.93
H  3.44  -1.26  -0.74
H  -5.46  0.52  -6.41
C  6.80  4.06  -2.00
H  -4.93  -1.02  -0.95
H  -6.00  2.32  1.55
H  -6.76  -1.05  -1.06
S  -3.76  1.78  0.72
H  -3.59  3.49  -1.10
H  1.69  2.88  -0.18
H  -3.42  0.11  -4.73
O  0.67  0.66  4.20
S  5.60  3.18  -0.96
C  -0.23  -0.29  0.89
C  -0.93  -0.04  -1.83
H  2.80  0.40  6.43
O  4.72  -2.77  1.31
C  -5.95  1.26  -5.77
H  -3.89  -3.93  -0.48
H  -3.43  -2.40  0.21
O  1.89  4.45  3.12
O  -6.50  -4.09  -0.26
H  2.95  -1.32  6.19
H  -3.97  -3.82  1.24
S  -5.88  -2.82  0.29
C  -5.83  -1.61  -1.10
H  2.30  -4.63  0.61
H  0.81  2.40  1.27
H  -0.81  -3.45  -0.92
H  6.25  0.43  1.63

Results
molecular weight	703.2	g mol⁻¹
max |F|	0.0386	Eh/bohr
E_LUMO	0.0041	Eh
gap between HOMO and LUMO	8.4	eV

Record 11
Molecular formula: C8H18N2O2S
Method: DFT, ωB97M-V with the def2-TZVPD basis set

Cartesian coordinates (Å):
H  -1.62  -1.66  1.72
H  0.17  2.46  0.33
H  -2.54  0.35  1.91
N  -0.31  1.73  -0.30
H  -1.23  1.55  2.30
H  -0.32  0.96  -2.32
H  -2.72  0.73  -1.35
C  0.24  1.58  -1.56
C  -2.01  0.08  -0.86
C  2.49  -0.86  -2.23
H  -2.44  2.16  1.19
H  -0.22  -0.47  2.77
H  -2.62  -0.70  -0.40
O  2.43  1.03  -0.16
C  -1.87  1.18  1.48
C  -0.90  -1.81  0.89
H  1.79  -1.71  -2.44
C  -0.08  -0.55  0.63
H  -0.16  -2.62  1.32
N  0.73  -0.79  -0.52
H  1.44  -0.69  2.05
S  2.23  -0.37  -0.50
H  0.72  0.92  1.98
O  3.00  -1.34  0.23
H  2.31  -0.01  -2.84
H  1.09  2.15  -1.68
H  -1.30  -0.36  -1.57
H  -1.20  -2.14  -0.01
C  -1.16  0.64  0.24
H  3.47  -1.27  -2.28
C  0.58  -0.15  2.00

Results
molecular weight	206.3	g mol⁻¹
max |F|	0.1124	Eh/bohr
E_LUMO	-0.0197	Eh
gap between HOMO and LUMO	7.5	eV

Record 12
Molecular formula: CH4N2O2
Method: DFT, ωB97M-V with the def2-TZVPD basis set

Cartesian coordinates (Å):
N  -0.51  2.28  -0.42
C  0.14  -1.24  0.41
O  -0.54  -0.02  0.30
N  0.12  0.85  -0.49
H  -0.58  -1.92  0.27
H  -1.42  2.02  -0.03
O  1.18  0.55  -0.99
H  0.85  -1.28  -0.50
H  0.78  -1.24  1.44

Results
molecular weight	76.1	g mol⁻¹
max |F|	0.1273	Eh/bohr
E_LUMO (spin up / spin down)	-0.0079 / -0.0079	Eh
SMILES	[H]/N=[N+](/[O-])OC
gap between HOMO and LUMO (spin up / spin down)	9.3 / 9.3	eV

Record 13
Molecular formula: C3H2O3P
Method: DFT, ωB97M-V with the def2-TZVPD basis set

Cartesian coordinates (Å):
C  -1.87  -0.41  -0.08
O  1.64  -1.15  0.60
C  0.15  0.98  0.07
O  -0.29  2.05  -0.31
P  1.85  0.36  0.37
C  -0.62  -0.29  0.14
H  0.18  -1.20  0.26
H  1.95  0.37  -1.02
O  -3.01  -0.72  -0.03

Results
charge	-1
molecular weight	117.0	g mol⁻¹
max |F|	0.0618	Eh/bohr
E_LUMO	0.1415	Eh
SMILES	O=C=CC(=O)P[O-]
gap between HOMO and LUMO	7.5	eV

Record 14
Molecular formula: H2NP2
Method: DFT, ωB97M-V with the def2-TZVPD basis set

Cartesian coordinates (Å):
N  -0.02  -0.14  -0.07
H  1.85  0.72  0.99
P  1.76  -0.35  0.02
H  -2.08  0.16  -1.02
P  -1.51  -0.38  0.08

Results
charge	+1
molecular weight	78.0	g mol⁻¹
max |F|	0.1356	Eh/bohr
E_LUMO	-0.2785	Eh
SMILES	P=[N+]=P
gap between HOMO and LUMO	7.7	eV

Record 15
Molecular formula: C14H15AsN3S5Tc
Method: DFT, ωB97M-V with the def2-TZVPD basis set

Cartesian coordinates (Å):
N  -2.15  0.16  0.28
H  -2.02  -1.03  1.96
C  1.41  3.35  -2.19
C  0.02  3.51  -0.07
H  -2.51  1.32  -1.41
C  0.74  4.15  -1.11
C  -2.70  -0.56  1.27
N  -0.07  2.16  -0.08
C  -1.41  3.48  2.03
H  -4.41  -1.30  2.23
H  1.32  6.06  -1.85
S  4.19  0.87  2.21
H  1.93  4.02  -2.88
C  -0.56  5.59  0.95
C  -0.65  4.21  0.97
H  -4.97  1.14  -1.26
C  0.79  5.53  -1.08
H  -1.92  4.18  2.69
H  2.15  2.66  -1.77
S  2.07  -0.13  -0.68
C  -2.97  0.75  -0.61
S  3.62  -2.09  2.13
C  -4.07  -0.70  1.41
C  0.15  6.23  -0.06
H  -7.93  -1.00  1.64
H  0.69  2.77  -2.77
H  -1.04  6.17  1.72
C  -4.34  0.65  -0.53
H  -2.17  2.83  1.59
H  -0.75  2.86  2.64
H  0.20  7.31  -0.06
C  -4.93  -0.08  0.50
S  -7.37  0.63  -0.50
H  -6.38  -1.43  2.22
S  0.54  0.07  2.09
N  -6.93  -0.92  1.56
Tc  -0.07  0.52  -0.04
As  2.60  -0.34  1.42
C  -6.43  -0.17  0.57

Results
charge	+2
molecular weight	558.6	g mol⁻¹
max |F|	0.0441	Eh/bohr
E_LUMO	-0.3762	Eh
gap between HOMO and LUMO	3.3	eV